1.
Below is a molecular structure, C24H37BBrF2N7O2PtSb, with properties calculated with ωB97M-V with the def2-TZVPD basis set.

XYZ file:
```
76
Properties=species:S:1:pos:R:3:forces:R:3
Pt -1.72817 1.06329 0.02931 -0.29 -0.59 -0.21
C -1.58361 0.40773 4.07247 0.00 0.01 -0.02
O -0.60064 0.38822 3.02455 0.04 0.06 -0.04
C 0.63662 0.78399 3.32499 -0.06 0.01 0.00
C 1.03104 1.21126 4.57035 -0.03 0.02 0.09
C 2.35265 1.60401 4.77953 0.02 0.00 -0.06
Br 2.89706 2.20446 6.44546 -0.05 -0.03 -0.07
C 3.29730 1.55459 3.73498 -0.03 0.00 0.00
C 2.94594 1.11734 2.48350 0.02 0.05 0.05
C 1.57284 0.72195 2.19331 -0.03 0.01 0.00
O 1.18465 0.35030 1.06702 0.13 -0.01 0.11
C 3.94545 1.05913 1.42551 -0.01 0.00 0.02
N 3.70794 0.70620 0.16202 0.01 0.02 0.08
C 4.88710 0.75279 -0.57178 0.09 0.01 -0.01
C 5.17012 0.47802 -1.90488 0.05 0.00 -0.01
C 6.48492 0.63060 -2.29292 -0.03 -0.01 -0.01
C 7.48328 1.04256 -1.39330 0.02 0.01 0.05
C 7.20462 1.31507 -0.07035 -0.01 0.00 -0.05
C 5.87920 1.15920 0.31777 0.00 -0.02 -0.08
N 5.24875 1.33712 1.54491 -0.08 -0.02 -0.02
H -1.29594 -0.26785 4.87838 0.00 0.00 0.01
H -2.50586 0.06236 3.61513 -0.01 0.01 0.01
H -1.71638 1.42069 4.45341 -0.01 -0.02 0.00
H 0.33580 1.25802 5.39507 0.01 0.00 0.00
H 4.30057 1.88276 3.97064 0.02 -0.02 -0.05
H 2.77139 0.44975 -0.12563 -0.01 0.01 0.00
H 4.40879 0.15960 -2.60292 -0.01 0.00 0.01
H 6.76171 0.42754 -3.31806 -0.01 0.00 0.00
H 8.49789 1.14753 -1.75130 0.00 0.00 0.00
H 7.97371 1.63272 0.61971 0.00 0.00 0.00
H 5.71256 1.61807 2.39365 0.00 0.01 0.02
C -3.60651 1.32438 -5.18553 0.00 0.00 0.02
N -2.49659 1.23909 -4.22695 -0.06 -0.02 -0.04
C -1.13122 1.30144 -4.74884 0.01 0.01 0.03
C -2.69843 1.04913 -2.92232 0.04 -0.10 0.04
N -1.72694 0.80497 -2.06921 -0.01 0.26 -0.01
N -4.02076 1.08282 -2.51397 -0.02 0.11 0.02
C -4.56550 1.08121 -1.24643 0.04 -0.07 0.00
N -5.89205 1.25954 -1.21553 0.01 -0.03 0.00
N -3.84909 0.89005 -0.17811 0.05 0.24 0.06
H -3.19510 1.29709 -6.18795 0.00 0.02 -0.02
H -4.15694 2.26160 -5.07596 -0.01 -0.01 -0.01
H -4.27461 0.46560 -5.09564 0.00 0.01 0.00
H -1.16380 1.72481 -5.74668 0.01 -0.02 -0.02
H -0.68014 0.30834 -4.80495 0.02 0.01 0.01
H -0.51681 1.96637 -4.14010 0.00 -0.01 -0.01
H -0.82016 0.82916 -2.51174 0.03 -0.05 0.03
H -4.68066 1.26629 -3.25163 -0.01 0.02 -0.02
H -6.44136 1.43058 -2.04148 -0.01 -0.01 0.00
H -6.38581 1.26783 -0.33849 -0.01 0.02 0.00
H -4.38916 0.98484 0.67233 0.00 -0.06 0.03
F -1.90997 3.96690 0.50356 0.05 -0.07 0.00
B -1.14125 2.93692 0.78862 0.00 0.09 0.02
F -0.05709 3.13419 1.51634 0.00 -0.03 0.01
C 0.21286 -2.84391 2.69080 0.12 0.09 0.00
C -1.20355 -2.75665 2.14650 -0.11 -0.09 0.00
Sb -1.37047 -1.71006 0.29190 0.14 0.30 0.10
C -3.03435 -2.64029 -0.66767 0.07 -0.11 -0.13
C -4.27091 -2.71654 0.21457 -0.03 0.04 0.10
C 0.37273 -2.27855 -0.79187 0.08 0.03 -0.05
C 0.40197 -3.77924 -1.06893 -0.03 -0.05 0.01
H 0.22559 -3.46719 3.58516 -0.02 0.00 0.00
H 0.60553 -1.86217 2.96096 -0.02 -0.10 -0.03
H 0.89694 -3.29807 1.97331 0.01 0.00 0.01
H -1.89874 -2.31189 2.85702 0.02 0.04 -0.02
H -1.59634 -3.74867 1.90311 0.01 0.02 -0.01
H -2.67672 -3.63933 -0.93059 0.00 0.02 0.00
H -3.21910 -2.10869 -1.60176 0.02 0.04 0.02
H -4.07803 -3.26664 1.13612 -0.01 0.00 0.00
H -5.07226 -3.24009 -0.30655 0.00 0.01 -0.01
H -4.63862 -1.72506 0.48445 -0.01 -0.01 -0.01
H 1.21580 -1.95784 -0.17909 -0.05 0.00 0.03
H 0.39748 -1.69378 -1.71258 -0.04 -0.01 0.01
H 0.31421 -4.36620 -0.15316 -0.01 -0.01 -0.01
H 1.34861 -4.05454 -1.53490 0.00 0.02 -0.01
H -0.39395 -4.08676 -1.74667 0.00 0.00 0.01
```
Positions in Å, forces in eV/Å.

Output
Calculated total energy (Ha): -4627.838097
Spin multiplicity: 5
Energy relative to the best compared isomer or geometry (same formula, charge and spin) (kcal per mole): 0.0
HOMO energy (spin up / spin down) (eV): -15.44 / -15.92
⟨S²⟩: 6.03
LUMO level (spin up / spin down) (eV): -7.456 / -10.005
Net charge: +3

2.
Below is 2 unconnected molecules or ions with the total composition C2F6NO3S in a non-equilibrium geometry, with properties calculated with ωB97M-V with the def2-TZVPD basis set.

XYZ file:
```
13
Properties=species:S:1:pos:R:3:forces:R:3
C 0.75154 0.15663 1.32894 0.58 -0.17 1.61
C 0.00831 1.54612 -0.37352 0.77 0.30 -1.71
N -0.15542 0.53206 0.46230 -1.03 -0.55 -1.02
O -2.24394 -1.35267 -1.48076 0.46 -0.30 0.91
O -0.98339 -2.77722 0.19230 -0.38 1.25 -1.33
O 0.08969 -1.99506 -1.93163 -1.82 0.20 2.01
F 0.30199 -0.98046 1.92347 0.08 0.07 1.02
F 1.99992 -0.18831 0.93932 0.83 -0.01 -0.85
F 1.04485 1.11035 2.32745 -0.41 -0.57 -0.01
F -1.07960 1.66453 -1.14027 -1.56 0.63 -0.18
F 0.32368 2.77779 0.09974 -0.48 0.59 1.05
F 0.97699 1.44756 -1.36074 1.09 -0.86 -0.19
S -1.03462 -1.94131 -0.98660 1.88 -0.59 -1.31
```
Positions in Å, forces in eV/Å.

Output
Calculated total energy (Ha): -1354.159174
Energy relative to the best compared isomer or geometry (same formula, charge and spin) (kcal per mole): 32.9
HOMO energy (eV): -6.11
LUMO level (eV): 2.401
Net charge: -1

3.
Below is 2 unconnected molecules or ions with the total composition CH3N3O2S in a non-equilibrium geometry, with properties calculated with ωB97M-V with the def2-TZVPD basis set.

XYZ file:
```
10
Properties=species:S:1:pos:R:3:forces:R:3
C -0.69320 0.34332 -0.05635 -0.73 -0.24 0.45
N 1.28533 -1.45587 0.29183 -0.05 0.51 -0.06
N -1.64370 -0.63764 -0.35886 1.21 -0.03 -1.43
N 0.48356 0.33872 -0.79943 -0.12 -1.22 -0.21
O -0.87919 1.10946 0.85952 -0.13 0.51 0.74
O 2.17746 -0.88709 0.67528 0.11 -1.24 0.35
S 1.77938 1.16420 -0.40394 -0.23 1.96 1.68
H -1.63483 -1.02042 -1.30773 0.12 0.21 0.69
H -2.55325 -0.57725 0.06087 0.10 0.40 0.20
H 1.67844 1.62257 1.03881 -0.28 -0.84 -2.39
```
Positions in Å, forces in eV/Å.

Output
Calculated total energy (Ha): -752.716109
Energy relative to the best compared isomer or geometry (same formula, charge and spin) (kcal per mole): 72.2
HOMO energy (spin up / spin down) (eV): -8.60 / -8.81
LUMO level (spin up / spin down) (eV): -0.605 / -0.801